{
  "formula": "C28H27BiN3SSi",
  "method": "ωB97M-V/def2-TZVPD",
  "species": ["Bi", "S", "Si", "N", "N", "N", "C", "C", "C", "C", "C", "C", "C", "C", "C", "C", "C", "C", "C", "C", "C", "C", "C", "C", "C", "C", "C", "C", "C", "C", "C", "C", "C", "C", "H", "H", "H", "H", "H", "H", "H", "H", "H", "H", "H", "H", "H", "H", "H", "H", "H", "H", "H", "H", "H", "H", "H", "H", "H", "H", "H"],
  "coordinates": [[0.667, 1.628, 0.916], [2.662, 1.102, -3.515], [-2.119, -1.572, -0.231], [1.797, 1.631, -1.143], [4.115, 4.367, -0.568], [2.637, 3.411, 0.800], [2.971, 3.629, -0.513], [-5.991, -0.323, -1.142], [0.923, -0.237, 3.247], [-1.362, -4.296, -0.963], [-2.430, -3.517, -0.479], [-6.648, -0.254, 0.093], [1.809, -0.671, 1.152], [-3.947, -1.062, -0.027], [2.996, 2.673, -2.864], [2.545, 2.745, -1.562], [5.891, 4.920, 1.117], [0.828, -1.074, 2.114], [2.573, 0.418, 1.743], [-1.782, -1.317, -2.304], [-1.500, -5.670, -1.215], [3.997, 3.787, 2.929], [-4.644, -0.723, -1.197], [1.807, 0.665, -2.080], [3.655, 3.973, 1.576], [-3.687, -4.161, -0.391], [5.277, 4.170, 3.356], [-4.627, -1.036, 1.204], [1.963, 0.720, 3.031], [6.216, 4.733, 2.477], [4.606, 4.561, 0.716], [-5.970, -0.632, 1.261], [-2.710, -6.336, -0.974], [-3.820, -5.553, -0.621], [3.574, 3.445, -3.349], [-4.087, -1.317, 2.101], [0.330, -0.312, 4.163], [-4.145, -0.743, -2.165], [1.408, -0.332, -1.893], [-0.943, -0.652, -4.508], [3.516, 0.812, 1.369], [-6.485, -0.576, 2.222], [0.149, -1.919, 1.980], [-0.672, -6.226, -1.632], [-1.132, -0.988, -5.147], [7.196, 5.027, 2.855], [-7.693, 0.118, 0.133], [-0.417, -3.834, -1.222], [-0.776, -1.741, -2.496], [-1.686, -0.221, -2.415], [2.090, -1.205, 0.244], [2.364, 1.439, 3.745], [-4.614, -3.608, -0.180], [4.594, 4.632, -1.428], [-4.807, -6.027, -0.545], [6.599, 5.338, 0.398], [-6.487, -0.038, -2.081], [5.557, 4.034, 4.402], [-2.814, -7.417, -1.119], [3.247, 3.340, 3.578], [-2.563, -1.726, -2.949]],
  "forces_ev_per_angstrom": [[-0.837, -0.161, 0.615], [-0.599, 0.453, 0.827], [-1.912, -2.053, -3.371], [0.943, -0.527, -2.361], [0.099, 0.205, -0.810], [0.905, 0.552, -2.094], [0.841, 0.556, 3.890], [0.408, -0.087, 0.026], [0.363, 0.453, -0.270], [-0.503, -0.682, -0.004], [0.332, 0.098, 0.248], [-0.195, 0.107, -0.183], [0.176, -0.648, 1.583], [0.238, 0.587, 0.190], [-0.314, -0.507, 1.339], [-0.844, -1.185, -1.261], [0.274, 0.401, 0.958], [1.009, -0.307, -0.360], [-0.887, -0.093, 0.030], [1.138, 1.041, 2.490], [-0.317, 0.128, 0.138], [-0.005, 0.257, -0.093], [-0.603, 0.343, 0.262], [0.541, 1.595, 0.764], [0.609, -0.173, -0.736], [-0.019, -0.512, 0.095], [-0.831, -0.128, 0.045], [-0.385, 0.331, -0.643], [-0.080, -0.942, -0.263], [-0.398, 0.245, -1.176], [-0.014, -0.606, -0.123], [0.191, 0.008, -0.094], [-0.181, 0.832, -0.072], [0.266, 0.329, -0.002], [-0.015, -0.297, -0.287], [-0.158, 0.047, 0.123], [0.152, 0.094, -0.505], [-0.216, 0.057, 0.317], [-0.149, 0.408, -0.235], [-0.040, -0.076, -0.329], [-0.331, 0.009, 0.091], [0.172, -0.076, -0.287], [0.166, 0.493, 0.070], [0.135, 0.004, 0.118], [0.119, 0.130, 0.024], [-0.297, -0.157, -0.210], [0.861, -0.401, 0.059], [0.117, 0.040, 0.215], [-0.696, -0.020, -0.120], [-0.180, -0.366, -0.344], [-0.238, 0.266, 0.272], [-0.326, -0.277, -0.282], [0.618, -0.131, 0.120], [-0.165, -0.169, 0.537], [0.428, 0.307, 0.053], [-0.128, -0.161, 0.325], [0.108, -0.155, 0.583], [-0.157, -0.009, -0.342], [0.098, 0.511, -0.004], [0.430, 0.150, 0.101], [0.285, -0.130, 0.352]],
  "charge": 1
}


{
  "formula": "C28H27CoN3SSi",
  "method": "ωB97M-V/def2-TZVPD",
  "species": ["Co", "S", "Si", "N", "N", "N", "C", "C", "C", "C", "C", "C", "C", "C", "C", "C", "C", "C", "C", "C", "C", "C", "C", "C", "C", "C", "C", "C", "C", "C", "C", "C", "C", "C", "H", "H", "H", "H", "H", "H", "H", "H", "H", "H", "H", "H", "H", "H", "H", "H", "H", "H", "H", "H", "H", "H", "H", "H", "H", "H", "H"],
  "coordinates": [[-0.186, 0.273, 2.041], [2.192, -3.254, 1.005], [0.464, 0.474, -2.914], [-0.879, -0.599, 3.576], [0.718, -1.306, 1.738], [-0.681, -2.337, 4.956], [3.778, -0.614, -5.144], [0.688, 1.502, 0.762], [1.197, 1.656, 2.087], [1.800, -1.938, -3.680], [-1.765, 1.040, 5.319], [-1.012, 1.070, -3.867], [-3.111, 2.384, -5.224], [-0.290, -0.678, -1.417], [0.392, -2.361, 2.609], [-1.401, -0.215, 4.830], [2.693, 0.103, -4.623], [-2.266, 1.254, -3.244], [0.101, 1.988, 2.943], [-3.300, 1.927, -3.911], [1.710, -0.545, -3.850], [3.896, -1.991, -4.908], [1.090, -3.518, 2.303], [1.711, -1.615, 0.882], [-1.384, -1.161, 7.087], [2.898, -2.655, -4.176], [-1.097, 2.018, 2.145], [-0.733, 1.734, 0.800], [-1.252, -1.301, 5.704], [-1.804, 1.214, 6.706], [-1.897, 2.129, -5.878], [-1.648, 0.125, 7.585], [-0.458, -1.900, 3.682], [-0.862, 1.460, -5.212], [2.630, 1.178, -4.789], [0.939, -4.459, 2.807], [2.965, -3.726, -3.983], [-0.358, -0.192, -0.450], [4.767, -2.538, -5.284], [1.016, -2.463, -3.138], [-1.939, 2.212, 7.119], [-2.102, 2.266, 2.480], [-1.429, 1.686, -0.035], [1.173, 1.831, -2.268], [-1.267, -2.028, 7.742], [0.317, -1.582, -1.322], [2.177, -0.907, 0.202], [-2.004, 1.846, 4.625], [0.180, 2.261, 3.987], [-2.429, 0.858, -2.236], [-1.763, 2.455, -6.914], [-1.302, -0.972, -1.723], [2.237, 1.552, 2.392], [0.076, 1.246, -5.738], [1.366, 1.850, -3.129], [-1.739, 0.289, 8.661], [-4.258, 2.090, -3.408], [4.550, -0.109, -5.733], [-0.472, -3.272, 5.290], [1.272, 1.336, -0.138], [-3.907, 2.927, -5.732]],
  "forces_ev_per_angstrom": [[-1.663, -1.117, -0.051], [-0.288, 0.045, 0.469], [-1.530, -1.575, 2.368], [-0.928, -2.745, 1.435], [2.812, -2.406, -0.969], [-0.047, -0.858, 0.184], [-0.035, -0.300, 0.021], [0.527, 1.483, -0.610], [0.726, 1.322, -0.262], [0.424, -0.019, -0.119], [-0.191, 0.304, 0.367], [-0.331, 0.446, -0.268], [0.457, -0.250, 0.285], [0.188, 0.157, -1.648], [1.331, -0.469, -1.592], [0.960, -1.056, -0.555], [0.395, -0.588, -0.057], [0.067, 0.207, -0.384], [-0.017, 1.435, -0.226], [0.162, -0.198, -0.072], [0.714, 0.401, -0.008], [-0.258, 0.173, 0.212], [-0.746, 0.754, 0.485], [-1.805, -0.424, 1.722], [-0.372, 0.292, 0.332], [-0.189, 0.383, -0.180], [-0.152, 1.758, 0.273], [0.162, 0.386, -0.230], [0.677, 0.024, 0.014], [-0.222, -0.194, -0.531], [-0.158, -0.110, 0.067], [0.139, -0.695, -0.340], [-1.087, 2.921, 0.904], [-0.316, 0.292, 0.124], [0.005, -0.214, 0.032], [0.302, -0.187, -0.223], [0.016, 0.280, -0.131], [0.102, 0.024, -0.192], [-0.403, 0.208, 0.137], [0.249, 0.070, -0.033], [-0.214, -0.250, -0.134], [0.297, -0.073, -0.082], [0.277, 0.016, 0.185], [-0.693, -1.177, 1.082], [0.017, 0.361, -0.074], [-0.108, 0.062, 0.020], [-0.330, -0.168, 0.125], [0.379, -0.136, 0.366], [0.002, -0.295, -0.067], [0.068, 0.346, -0.328], [-0.033, -0.134, 0.369], [0.116, -0.116, 0.025], [-0.304, 0.080, -0.086], [-0.327, 0.184, 0.221], [0.984, 1.363, -2.386], [0.114, -0.117, -0.385], [0.364, -0.065, -0.185], [-0.326, -0.107, 0.238], [-0.033, 0.490, -0.005], [-0.123, -0.068, 0.248], [0.197, -0.156, 0.101]],
  "spin_multiplicity": 4,
  "charge": 0
}


{
  "formula": "C28H27FeN6OS2",
  "method": "ωB97M-V/def2-TZVPD",
  "species": ["Fe", "S", "S", "O", "N", "N", "N", "N", "N", "N", "C", "C", "C", "C", "C", "C", "C", "C", "C", "C", "C", "C", "C", "C", "C", "C", "C", "C", "C", "C", "C", "C", "C", "C", "C", "C", "C", "C", "H", "H", "H", "H", "H", "H", "H", "H", "H", "H", "H", "H", "H", "H", "H", "H", "H", "H", "H", "H", "H", "H", "H", "H", "H", "H", "H"],
  "coordinates": [[-0.718, -0.002, 0.636], [1.723, 0.417, 1.262], [-0.594, 1.416, 2.789], [0.018, -2.008, 1.965], [1.873, 0.846, -2.270], [-0.865, -1.559, -1.359], [1.103, 4.257, 4.687], [-0.657, 1.667, -0.692], [3.922, 0.179, -2.731], [4.401, 2.701, 2.327], [1.069, 1.551, 2.431], [-0.759, -1.778, -3.749], [-1.765, 2.070, -1.524], [3.565, 1.058, -3.724], [-2.831, -0.068, 0.538], [-5.171, -1.427, -0.300], [0.719, -2.967, 1.191], [-3.531, -0.947, 1.373], [-3.438, 0.228, -0.705], [-1.038, -3.131, -3.659], [-4.552, -0.507, -1.133], [5.199, -0.485, -2.570], [-1.487, -3.449, 0.071], [-2.516, 3.707, -3.160], [3.287, 2.601, 2.616], [-3.747, 3.073, -3.196], [-3.001, 1.396, -1.555], [2.296, 1.458, -3.423], [-1.183, -2.860, -1.275], [1.448, 3.464, 3.922], [-1.258, -3.671, -2.406], [-0.681, -1.046, -2.578], [2.868, 0.087, -1.888], [-4.695, -1.603, 0.990], [-3.968, 1.962, -2.405], [-0.261, -4.042, 0.767], [1.916, 2.511, 2.977], [-1.549, 3.198, -2.317], [1.535, -3.408, 1.773], [0.251, -4.751, 0.110], [0.122, 1.349, -1.285], [-0.455, 0.006, -2.632], [-0.268, 2.456, -0.182], [-4.949, -0.381, -2.133], [-0.600, -1.286, -4.698], [1.168, -2.487, 0.309], [-1.914, -2.673, 0.701], [-1.099, -3.750, -4.547], [0.664, -1.322, 2.231], [-4.548, 3.455, -3.817], [1.671, 2.156, -3.955], [4.240, 1.318, -4.520], [-1.512, -4.716, -2.284], [-5.195, -2.281, 1.673], [2.898, -0.504, -0.987], [-0.589, -4.591, 1.652], [-2.318, 4.589, -3.756], [5.716, -0.111, -1.687], [-4.960, 1.536, -2.411], [-0.579, 3.678, -2.248], [5.058, -1.561, -2.476], [5.811, -0.289, -3.447], [-2.252, -4.219, -0.052], [-6.031, -1.984, -0.655], [-3.121, -1.160, 2.358]],
  "forces_ev_per_angstrom": [[-0.552, 0.044, 0.591], [0.059, 0.019, -0.127], [0.118, 0.037, -0.021], [-0.064, -0.083, 0.061], [-0.110, 0.073, -0.186], [0.144, -0.150, 0.035], [0.006, -0.003, 0.008], [0.329, -0.318, -0.416], [-0.045, -0.062, -0.025], [0.004, -0.008, 0.020], [0.088, -0.075, -0.064], [-0.013, -0.021, -0.012], [-0.049, 0.100, 0.079], [0.007, 0.034, 0.013], [0.189, -0.149, -0.369], [-0.023, -0.005, -0.007], [0.076, 0.017, -0.046], [0.033, -0.011, 0.043], [-0.065, 0.102, 0.126], [0.004, 0.016, 0.046], [0.034, 0.029, 0.008], [0.038, 0.022, 0.015], [-0.012, 0.051, 0.015], [-0.002, -0.004, -0.007], [0.101, 0.004, -0.069], [0.009, 0.018, -0.008], [-0.009, 0.073, -0.040], [0.073, -0.011, -0.021], [-0.068, 0.032, 0.044], [-0.033, 0.068, 0.049], [-0.032, 0.002, -0.066], [0.025, 0.040, 0.011], [0.035, 0.093, 0.088], [-0.019, -0.001, 0.021], [-0.004, -0.022, 0.023], [0.016, 0.012, 0.005], [-0.117, -0.077, 0.032], [0.036, -0.047, -0.006], [-0.013, -0.003, 0.004], [-0.006, -0.012, 0.010], [0.060, 0.195, 0.044], [0.035, 0.011, 0.021], [-0.226, 0.014, 0.131], [0.000, -0.009, -0.005], [0.002, -0.007, -0.004], [-0.009, 0.006, 0.007], [-0.013, -0.022, -0.005], [-0.007, 0.001, -0.003], [-0.035, 0.043, 0.015], [0.001, 0.001, -0.006], [-0.011, -0.014, -0.018], [-0.005, 0.004, -0.012], [0.004, -0.003, -0.008], [-0.005, -0.001, -0.003], [-0.008, -0.022, 0.007], [-0.008, 0.016, 0.008], [-0.003, 0.002, -0.001], [0.000, -0.005, 0.000], [-0.007, 0.006, 0.006], [-0.004, 0.007, -0.007], [0.002, 0.003, 0.009], [-0.005, -0.003, -0.001], [0.033, -0.028, -0.024], [0.002, -0.002, 0.000], [0.019, -0.016, -0.008]],
  "spin_multiplicity": 5,
  "charge": -1
}


{
  "formula": "C28H27IrN5O4",
  "method": "ωB97M-V/def2-TZVPD",
  "species": ["Ir", "O", "O", "O", "O", "N", "N", "N", "N", "N", "C", "C", "C", "C", "C", "C", "C", "C", "C", "C", "C", "C", "C", "C", "C", "C", "C", "C", "C", "C", "C", "C", "C", "C", "C", "C", "C", "C", "H", "H", "H", "H", "H", "H", "H", "H", "H", "H", "H", "H", "H", "H", "H", "H", "H", "H", "H", "H", "H", "H", "H", "H", "H", "H", "H"],
  "coordinates": [[0.791, -0.887, -1.460], [1.896, -1.654, -2.786], [-0.476, -6.652, -4.477], [1.466, -5.716, -4.974], [2.599, -3.313, -4.091], [1.084, 1.854, 0.470], [-0.295, -0.002, -0.083], [-0.895, 1.602, 1.516], [-1.232, -4.733, -2.754], [-0.308, -2.879, -2.061], [-0.039, 1.110, 0.623], [2.261, 0.505, -1.175], [-1.427, 3.610, 2.739], [-0.107, 4.306, 4.610], [0.326, -5.761, -4.347], [-1.373, -3.658, -1.961], [-2.745, -0.152, -0.276], [3.444, 0.393, -1.884], [0.519, 2.294, 3.408], [2.913, 3.951, 0.508], [-3.941, -0.614, 0.270], [-0.572, 2.522, 2.548], [-2.600, -3.479, -1.153], [-3.950, -1.502, 1.336], [1.383, 1.065, 3.309], [-0.045, -4.682, -3.412], [-2.757, -1.984, 1.860], [2.144, 1.669, -0.351], [4.244, 2.560, -1.088], [3.126, 2.720, -0.325], [-1.554, -1.541, 1.338], [-1.190, 4.506, 3.759], [0.530, -3.503, -2.975], [1.765, -2.852, -3.354], [-2.726, 0.809, -1.438], [-1.553, -0.616, 0.299], [0.723, 3.211, 4.433], [4.411, 1.402, -1.869], [-2.723, 1.850, -1.102], [-1.888, -5.496, -2.868], [-2.595, -2.531, -0.638], [-3.611, 0.673, -2.057], [-2.762, -2.683, 2.685], [2.215, 1.193, 2.610], [3.626, -0.477, -2.491], [-1.846, 0.658, -2.062], [2.025, 4.499, 0.179], [-3.477, -3.523, -1.801], [-1.838, 5.361, 3.891], [0.073, 4.994, 5.425], [1.536, 3.043, 5.128], [0.807, 0.194, 2.993], [2.009, -4.929, -4.758], [5.294, 1.292, -2.484], [-4.879, -0.270, -0.148], [1.817, 0.842, 4.281], [-2.267, 3.748, 2.068], [3.761, 4.623, 0.410], [2.812, 3.718, 1.573], [-1.863, 1.314, 1.431], [1.108, 2.700, 1.036], [5.014, 3.320, -1.087], [-4.892, -1.833, 1.751], [-0.609, -1.905, 1.726], [-2.688, -4.283, -0.421]],
  "forces_ev_per_angstrom": [[1.000, 1.008, 0.642], [0.750, 0.724, -0.014], [0.139, 0.127, 0.000], [0.610, 0.192, -0.224], [-0.105, 0.241, 0.131], [0.128, -0.480, -0.715], [0.131, -0.748, -0.667], [-0.421, -0.411, -0.080], [0.053, -0.111, -0.035], [0.514, 0.844, 0.024], [0.096, 0.798, 0.289], [-2.194, -1.357, -0.081], [0.118, -0.193, -0.345], [-0.099, 0.009, -0.090], [-0.818, -0.925, -0.129], [-0.520, -0.126, 0.240], [0.358, 0.124, -0.094], [2.026, 0.623, -0.657], [-0.359, -0.193, -0.193], [-0.068, -0.044, 0.058], [0.001, -0.062, 0.057], [0.191, 0.636, 0.625], [-0.088, -0.082, -0.026], [-0.051, -0.014, 0.026], [0.040, 0.043, 0.050], [0.663, 1.611, 0.656], [-0.012, 0.056, 0.053], [0.164, 0.724, 0.472], [-0.025, -0.008, -0.010], [-0.543, -0.181, 0.211], [0.263, 0.133, -0.036], [0.131, 0.084, 0.172], [-0.664, -0.908, -0.153], [-0.085, -0.883, -0.430], [-0.053, -0.012, 0.106], [-0.566, 0.101, 0.243], [0.035, 0.137, 0.048], [-0.712, -1.257, -0.294], [0.004, 0.002, -0.018], [0.009, -0.049, -0.063], [0.015, -0.101, -0.110], [-0.003, 0.027, 0.005], [0.001, -0.041, -0.038], [0.032, -0.043, 0.068], [0.003, 0.027, -0.061], [-0.032, 0.036, -0.066], [-0.005, 0.032, 0.054], [0.011, -0.002, -0.008], [-0.036, -0.034, 0.027], [0.024, 0.001, -0.008], [0.014, -0.010, -0.013], [0.021, -0.029, 0.007], [-0.059, 0.008, 0.033], [-0.007, -0.011, 0.044], [0.019, 0.001, -0.033], [0.005, -0.029, -0.007], [0.002, 0.017, 0.019], [0.006, 0.000, 0.004], [-0.010, 0.037, 0.002], [0.112, -0.217, 0.165], [-0.141, 0.037, 0.092], [-0.010, 0.039, -0.003], [-0.001, 0.013, -0.007], [-0.016, 0.047, 0.077], [0.012, 0.022, 0.008]],
  "spin_multiplicity": 2,
  "charge": 2
}


Per-record energy relative to the best compared isomer or geometry (same formula, charge and spin), eV: 0.000, 0.250, 0.543, 0.000